[1]
The following is a quantum chemistry calculation of the ion C5H6NO with charge +1 at a distorted geometry, from OMol25.

Last column: Löwdin charge in e.
Cartesian coordinates (Å):
C -0.11 -1.40 0.03  -0.047
C 1.29 -1.26 0.07  0.013
C -0.87 1.56 -0.71  0.074
C -0.90 -0.50 0.68  -0.017
C -0.71 0.94 0.51  -0.148
N 1.77 -0.14 0.02  0.094
O 2.03 0.94 -0.31  0.317
H -0.61 -2.25 -0.30  0.120
H 1.73 -2.19 0.34  0.191
H -0.25 2.43 -0.77  0.061
H -1.40 1.39 -1.61  0.072
H -1.90 -0.99 0.78  0.141
H -0.08 1.48 1.27  0.128

Output
- E: -8805.308 eV
- Net charge: +1
- E_LUMO: -7.531 eV
- Frontier orbital gap: 6.637 eV
- ΔE to the lowest compared entry with this formula, charge and spin: 176.3 kcal/mol



[2]
The following is a quantum chemistry calculation of a structure of composition C5H12O2Si2Zn at a distorted geometry, from OMol25.

Last column: Löwdin charge in e.
Cartesian coordinates (Å):
C 0.93 -1.51 1.45  -0.046
C -0.41 -1.60 0.87  -0.103
C -0.58 -1.72 -0.49  -0.133
Si -0.10 0.07 -1.21  0.598
C -1.13 1.31 -0.25  -0.218
C -2.58 0.87 -0.11  -0.254
O -2.90 -0.15 0.46  0.044
O 1.53 0.19 -0.98  -0.428
Si 2.25 1.74 -0.92  0.634
H 1.51 -2.42 1.54  0.017
H 1.40 -0.57 1.72  0.057
H -1.27 -1.53 1.53  0.129
H 0.18 -2.43 -0.85  0.154
H -1.60 -2.00 -0.75  0.131
H -0.53 0.06 -2.61  0.060
H -1.09 2.27 -0.76  0.085
H -0.71 1.48 0.75  0.106
H -3.35 1.51 -0.57  0.147
H 3.13 1.72 0.27  -0.051
H 3.09 2.02 -2.08  -0.042
H 1.27 2.82 -0.77  -0.044
Zn 0.96 -2.12 3.78  1.156

Output
- E: -73627.616 eV
- Net charge: +2
- E_LUMO: -10.997 eV
- Frontier orbital gap: 5.827 eV
- ΔE to the lowest compared entry with this formula, charge and spin: 11.7 kcal/mol